The following is a DFT calculation (ωB97M-V with the def2-TZVPD basis set) of a 3-piece molecular cluster, C29H65Br2N2O17P4 overall.

The value obtained for the energy relative to the best compared isomer or geometry (same formula, charge and spin) is 0.0 kcal per mole. The multiplicity is 1. The calculation puts the largest force on an atom at 6.72 eV/A. Its HOMO energy is -11.740 eV. As for the frontier orbital gap: 9.22 eV. As for the total charge: +1.

Geometry as XYZ:
```
119
Properties=species:S:1:pos:R:3:forces:R:3:lowdin_charge:R:1
C 7.2093 0.8033 0.2302 0.25 0.54 0.33 -0.07
C 7.2122 1.9870 -0.7526 0.78 -0.86 -0.09 -0.27
O 6.0429 2.0604 -1.5441 -0.01 0.73 -0.05 -0.15
C 5.0298 2.8189 -0.9133 -0.52 -0.54 0.60 -0.25
C 3.7881 2.8835 -1.8193 1.26 -0.72 0.90 -0.14
C 3.1121 1.4911 -1.8033 -0.66 0.57 -0.57 -0.18
C 1.6021 1.5441 -1.4546 0.89 0.07 0.08 -0.17
C 1.3686 2.0099 -0.0007 -0.04 -0.01 -0.21 -0.13
C 1.1756 0.8570 1.0179 0.81 0.63 -0.15 -0.31
P 1.6077 1.7005 2.6532 0.62 1.22 0.17 0.52
O 0.9640 3.0002 2.8528 -0.64 -0.09 -0.08 -0.28
O 1.5734 0.6691 3.8611 0.11 -0.14 -0.52 -0.10
O 3.1951 1.9957 2.4995 -0.33 -0.66 -0.13 -0.12
O 2.2882 -0.0229 0.8817 -0.55 -0.74 0.29 -0.09
C 2.1890 -1.2164 0.1491 0.14 -0.25 -0.04 -0.15
C 0.7813 -1.8224 -0.0870 2.16 -0.81 -0.85 -0.27
C 0.9725 -3.3587 -0.0822 -0.07 1.26 0.53 -0.15
P 1.9217 -4.0336 -1.4948 -1.18 -2.34 -1.04 0.44
O 1.2531 -5.2661 -1.8895 -0.15 -0.25 0.27 -0.25
O 3.4344 -4.3788 -1.0705 -0.32 1.51 -0.10 -0.10
O 1.9233 -3.0060 -2.7417 0.82 0.54 1.26 -0.11
N -0.2832 -1.3192 0.8271 -0.71 -0.29 -0.50 0.03
C -0.5028 -2.1200 2.0740 0.56 -1.50 0.62 -0.08
C 0.6853 -2.2266 3.0497 -0.60 -0.67 0.70 -0.22
N 0.1678 -1.9832 4.4027 0.35 0.71 -0.45 0.02
C -0.2792 0.2338 1.0011 0.27 0.45 0.40 -0.37
O -0.7278 0.4926 2.2819 -0.37 -0.39 -0.42 -0.04
C -1.2354 0.7988 -0.0685 -0.33 0.48 -0.12 -0.53
Br -1.4423 -0.0687 -1.7923 0.06 -0.18 0.60 0.95
C -1.9874 1.9100 0.0370 -0.06 0.26 -0.17 -0.71
C -2.9232 2.3962 -1.0550 -0.32 -0.51 0.76 -0.17
Br -1.9724 3.0705 1.5407 0.03 -0.17 -0.24 0.93
H 8.2486 0.5428 0.4591 -0.13 0.01 -0.02 0.07
H 6.7503 1.0699 1.1876 -0.20 -0.23 -0.17 0.07
H 6.7385 -0.0812 -0.2041 -0.07 0.16 0.00 0.07
H 8.0566 1.8154 -1.4294 -0.29 0.14 -0.18 0.12
H 7.4293 2.9332 -0.2399 -0.25 -0.07 -0.02 0.12
H 4.7523 2.2617 0.0034 -0.10 0.34 0.03 0.11
H 5.3730 3.8076 -0.5760 0.19 -0.03 -0.42 0.13
H 4.1805 3.1277 -2.8094 -0.49 0.25 0.00 0.12
H 3.1593 3.6746 -1.4004 -0.16 -0.03 -0.41 0.11
H 3.6302 0.8377 -1.0959 0.02 0.05 -0.16 0.09
H 3.1857 1.0670 -2.8105 0.12 -0.17 0.21 0.12
H 1.2309 0.5372 -1.6582 -0.40 0.28 0.04 0.05
H 1.1399 2.2650 -2.1361 -0.20 -0.31 0.00 0.12
H 0.5791 2.7583 0.0961 -0.10 -0.28 -0.01 0.10
H 2.2751 2.5560 0.2779 -0.10 -0.19 0.18 0.10
H 2.0314 1.0743 4.6133 -0.04 -0.12 0.07 0.11
H 3.2771 2.9285 2.2607 0.10 0.03 0.13 0.09
H 2.8005 -1.9749 0.6573 -0.08 0.35 0.32 0.13
H 2.6728 -1.0769 -0.8298 -0.30 0.02 0.01 0.12
H 0.5773 -1.6068 -1.1363 -0.88 0.54 0.46 0.07
H 1.5101 -3.6472 0.8280 -0.16 -0.20 -0.11 0.10
H -0.0099 -3.8355 -0.0786 0.29 -0.35 -0.40 0.11
H 3.9810 -3.5809 -0.9975 0.29 -0.26 0.18 0.08
H 2.8103 -2.9578 -3.1270 -0.18 0.13 -0.32 0.10
H -1.1598 -1.4803 0.3137 0.17 0.05 -0.20 0.13
H -1.4371 -1.8811 2.5835 0.33 0.87 -0.08 0.14
H -0.7252 -3.1558 1.7882 0.10 0.33 -0.65 0.12
H 1.0605 -3.2626 3.0395 0.06 0.17 -0.55 0.11
H 1.5356 -1.5918 2.7971 -0.31 0.31 0.18 0.10
H -0.4162 -2.7550 4.6984 0.21 -0.06 0.15 0.06
H 0.9488 -1.8639 5.0339 -0.21 -0.11 0.23 0.08
H -1.6946 0.4420 2.3136 0.02 0.17 0.19 0.12
H -2.3853 2.6407 -1.9703 -0.09 0.02 0.05 0.06
H -3.6279 1.5761 -1.2350 0.12 0.12 -0.34 0.07
H -3.5290 3.2284 -0.7005 0.32 0.13 -0.15 0.07
O -2.8436 -5.6460 3.3365 -1.85 0.32 2.76 -0.25
P -2.5277 -6.9508 3.9911 4.16 -2.88 -4.42 0.58
O -0.9231 -6.8457 4.3105 -0.71 0.29 0.48 -0.20
C -0.4813 -5.9355 5.3152 0.16 0.07 0.20 -0.30
C -0.8570 -6.3949 6.7114 -0.16 0.00 0.00 -0.08
O -2.4980 -7.9167 2.6703 -0.43 0.01 0.61 -0.24
C -3.0692 -7.5287 1.4220 0.10 0.03 -0.36 -0.28
C -1.9917 -6.9924 0.5087 0.21 0.12 -0.05 -0.07
O -2.7744 -8.2063 4.9882 -1.13 2.29 0.58 -0.21
C -3.1315 -9.5443 4.5903 -0.51 -0.68 0.04 -0.25
C -1.8952 -10.3596 4.2878 0.35 0.21 0.08 -0.06
H -0.8870 -4.9366 5.1143 -0.04 -0.04 -0.03 0.09
H 0.6045 -5.8774 5.2274 -0.02 -0.08 -0.13 0.12
H -1.9410 -6.3797 6.8515 0.03 0.03 0.03 0.07
H -0.4088 -5.7450 7.4640 0.00 0.01 -0.02 0.08
H -0.5236 -7.4178 6.8814 0.06 0.02 -0.02 0.09
H -3.8745 -6.8086 1.5575 0.10 0.09 0.13 0.11
H -3.5158 -8.4233 0.9820 0.07 -0.08 0.13 0.12
H -1.4629 -6.1680 0.9917 -0.10 0.06 0.02 0.06
H -2.4113 -6.6372 -0.4337 -0.01 -0.04 0.00 0.08
H -1.2481 -7.7597 0.2919 -0.05 -0.02 -0.04 0.08
H -3.8405 -9.5418 3.7665 0.14 0.19 -0.11 0.11
H -3.6518 -9.9883 5.4406 0.03 0.26 0.11 0.12
H -1.2751 -9.8952 3.5239 -0.15 0.02 -0.11 0.07
H -2.1769 -11.3577 3.9511 -0.07 0.01 0.04 0.09
H -1.2774 -10.4539 5.1823 -0.08 -0.08 0.03 0.08
O -4.1842 6.0305 -3.3762 -2.74 1.91 -0.27 -0.23
P -3.6188 7.1552 -4.1740 6.29 -1.79 -0.69 0.58
O -3.1515 6.4596 -5.5756 -0.79 0.43 0.29 -0.20
C -4.1560 5.9898 -6.4802 -0.21 -0.11 -0.26 -0.28
C -4.9018 7.1305 -7.1466 -0.01 0.10 0.13 -0.08
O -2.1622 7.3000 -3.4269 -0.44 0.46 -0.06 -0.24
C -1.9066 6.7212 -2.1553 0.22 -0.19 0.14 -0.28
C -1.1857 5.4004 -2.3210 0.14 -0.20 -0.07 -0.07
O -3.5493 8.6743 -4.7464 -2.26 -0.93 0.74 -0.21
C -2.6142 9.6888 -4.3407 0.14 0.73 0.28 -0.26
C -1.3430 9.6006 -5.1543 -0.01 -0.27 -0.28 -0.06
H -4.8493 5.3284 -5.9522 0.05 0.01 0.04 0.11
H -3.6417 5.3955 -7.2350 0.14 0.01 0.11 0.12
H -5.4946 7.6910 -6.4187 -0.03 -0.03 -0.04 0.07
H -5.5775 6.7507 -7.9135 0.01 -0.03 0.02 0.08
H -4.2043 7.8319 -7.6036 0.02 -0.05 -0.04 0.08
H -2.8214 6.6076 -1.5755 -0.07 -0.08 -0.14 0.11
H -1.2693 7.4200 -1.6070 0.01 0.07 -0.12 0.12
H -1.7500 4.7201 -2.9603 -0.15 0.07 0.05 0.07
H -1.0244 4.9219 -1.3505 0.01 0.04 0.02 0.06
H -0.2163 5.5531 -2.7995 0.01 0.04 0.06 0.08
H -2.4264 9.6565 -3.2703 0.02 -0.25 -0.01 0.11
H -3.0967 10.6477 -4.5379 -0.21 -0.15 -0.07 0.12
H -0.8815 8.6176 -5.0869 -0.02 0.00 0.18 0.07
H -0.6260 10.3486 -4.8137 -0.07 0.04 0.02 0.08
H -1.5576 9.7772 -6.2094 -0.01 0.10 0.03 0.08
```
Forces are in eV/Å.